Record 1
39
Properties=species:S:1:pos:R:3:mulliken_charge:R:1 method="wB97M-V/def2-TZVPD" homo_energy_ev=-8.3 largest_force_ha_per_bohr=0.0259 energy_ha=-1042.5105 e_above_lowest_ev=0.000
H -4.674 -2.365 -0.381 0.29
C 4.457 0.133 0.414 -0.89
O 4.687 -2.184 1.152 -0.50
C 4.469 -1.365 0.121 0.65
H 4.678 -1.689 2.008 0.37
H -0.308 -0.205 -2.301 0.40
H 3.409 2.817 0.116 0.25
H 5.462 0.527 0.238 0.34
O -1.969 1.784 1.048 -0.68
H 3.574 2.710 -1.500 0.27
H -0.242 -1.094 -0.758 0.29
H 3.643 0.425 -1.504 0.34
C 2.057 0.514 -0.129 0.27
H -7.062 -0.082 0.397 0.20
O 1.815 -0.458 0.602 -0.86
C 3.500 0.868 -0.528 0.45
H -0.818 1.907 -1.083 0.47
H -5.437 1.403 0.719 0.29
H -2.445 -2.268 -0.218 0.49
N -4.764 0.816 0.243 -0.35
H 1.399 2.105 -1.152 0.33
H 4.208 0.332 1.476 0.41
C -0.724 -0.260 -1.275 -0.63
H -2.759 0.461 -1.473 0.41
N -6.453 -0.875 0.161 -0.75
N 3.793 2.279 -0.613 -0.67
C -0.957 1.130 0.845 0.21
N -4.289 -1.406 -0.323 -0.15
O -0.405 0.391 1.779 -0.49
C -2.860 -1.250 -0.191 -1.04
C -5.242 -0.480 0.069 0.33
H -3.824 0.965 0.571 0.16
H -2.481 -1.039 -2.302 0.38
C -2.247 -0.491 -1.382 -0.72
H 0.375 -0.089 1.450 0.50
C -0.360 1.056 -0.565 -0.09
O 4.335 -1.796 -1.003 -0.57
N 1.090 1.321 -0.606 -0.08
H -2.599 -0.783 0.762 0.35

Record 2
14
Properties=species:S:1:pos:R:3:mulliken_charge:R:1 method="wB97M-V/def2-TZVPD" smiles="[NH2+]=CNC=C(O)O" homo_energy_ev=-13.3 largest_force_ha_per_bohr=0.0728 energy_ha=-378.2337 charge=+1 e_above_lowest_ev=0.549
C -1.768 -0.028 -0.441 0.21
C 1.605 0.039 -0.112 0.78
O 1.617 0.805 -1.231 -0.44
O 2.841 -0.075 0.538 -0.49
N -2.148 0.378 0.756 -0.32
H -0.340 -0.854 -1.593 0.32
N -0.560 -0.385 -0.670 -0.06
H -3.086 0.862 0.832 0.27
H -2.630 -0.103 -1.057 0.35
H 2.919 -0.538 1.403 0.35
H 0.232 -0.724 1.363 0.28
C 0.465 -0.508 0.287 -0.82
H -1.636 0.427 1.580 0.18
H 2.490 0.703 -1.655 0.38

Record 3
27
Properties=species:S:1:pos:R:3:mulliken_charge:R:1 method="wB97M-V/def2-TZVPD" smiles="O=C1OC[C@@H](F)O1.O=C1OC[C@@H](F)O1.BS(=O)(=O)F" homo_energy_ev=-10.9 largest_force_ha_per_bohr=0.0107 energy_ha=-1557.9657
O 0.682 2.912 1.231 -0.37
O -1.799 -2.056 0.445 -0.52
C 0.872 -0.034 -1.786 0.65
S -1.509 -2.467 1.781 1.07
F -0.630 2.141 -3.834 -0.28
H -1.568 -4.885 2.836 0.03
C -0.090 1.735 1.363 0.80
C 0.438 1.388 -3.486 0.32
C 1.958 2.640 1.625 0.67
H 1.346 1.906 -3.797 0.28
H 0.333 1.206 3.405 0.32
C 0.678 0.947 2.402 -0.22
B -2.106 -4.244 2.007 0.19
H 0.844 -0.247 -4.902 0.27
H -2.950 -4.621 1.279 0.03
O 2.012 1.431 2.223 -0.34
H -0.735 -0.319 -4.065 0.27
C 0.317 -0.045 -3.975 -0.44
F -1.341 2.064 1.779 -0.32
O -0.202 -2.345 2.343 -0.55
H 0.645 -0.127 2.250 0.14
H -0.159 1.242 0.395 -0.14
O 0.911 -0.785 -2.906 -0.34
F -2.453 -1.619 2.723 -0.24
O 2.884 3.356 1.446 -0.52
O 1.161 -0.404 -0.700 -0.47
O 0.461 1.229 -2.081 -0.29

Record 4
89
Properties=species:S:1:pos:R:3:mulliken_charge:R:1 method="wB97M-V/def2-TZVPD" homo_energy_ev=-8.7 largest_force_ha_per_bohr=0.0966 energy_ha=-48779.0598
H 4.569 0.081 0.329 0.18
C -4.789 -0.549 -1.687 -0.93
Br -2.447 -4.687 3.034 0.05
Br -0.403 -0.968 -0.219 0.10
O 7.138 -1.447 -0.873 -0.40
H -4.221 -1.980 -3.272 0.45
H -3.443 -0.747 0.144 0.24
Br -1.425 2.719 5.634 0.10
Br 1.862 -3.178 0.310 -0.08
C 3.910 2.095 -1.554 -0.48
Br -1.194 6.337 -5.002 -0.02
H -2.859 -1.183 3.304 0.27
H -3.309 -6.748 1.955 0.35
C 0.282 -2.714 -0.710 -0.46
C -8.061 -4.702 -4.388 0.02
H 3.900 3.659 -0.015 0.46
N -1.930 2.328 -2.601 -0.63
H -3.154 1.536 4.066 0.16
C -1.964 -0.584 2.977 -0.57
C -1.599 1.415 1.103 0.41
H 2.759 1.219 0.608 -0.03
Br 8.745 -0.321 4.061 -0.01
Br 0.945 6.844 -7.333 -0.04
Br -6.530 -5.072 -5.509 -0.01
H -1.248 -0.545 3.850 0.37
O -0.109 3.374 3.144 -0.29
C -4.280 -0.096 -0.242 0.04
O -3.341 1.664 3.112 -0.65
H 0.582 -2.659 -1.752 0.48
Br 1.375 4.443 -5.257 -0.01
H -4.612 0.253 -2.453 0.39
H 2.486 3.845 -1.180 0.38
C 3.104 3.116 -0.601 -0.89
H -2.901 -1.693 -2.069 0.05
C 0.771 2.076 0.131 0.81
H 3.946 2.440 -2.619 0.43
H -4.276 1.940 0.672 0.32
H -5.898 -0.762 -1.637 0.34
C 2.294 2.232 0.434 -0.50
H 5.962 -2.457 0.625 0.18
Br -0.874 -7.216 1.838 -0.03
Br -2.944 -7.609 4.254 -0.06
H 7.487 -1.547 1.169 0.03
H -6.639 -2.730 -1.076 0.35
C 5.374 1.773 -0.988 -0.61
H 6.068 -0.343 -2.258 0.39
Br -8.912 -3.029 -4.862 -0.03
N 0.726 2.632 -2.378 -0.24
C -2.507 -6.587 2.669 -0.33
C -3.819 1.434 -0.231 -1.68
C 0.085 5.528 -6.206 -0.32
O -6.232 -3.547 -1.430 -0.40
C -1.418 2.077 -1.322 0.35
C 0.098 2.275 -1.188 0.43
C 5.476 0.368 -0.267 0.34
Br -1.333 4.084 8.530 -0.03
H -4.280 1.914 -1.144 0.58
H 2.369 2.762 1.434 0.52
H -3.269 3.525 7.085 0.39
S -0.548 2.708 -3.449 0.11
H 3.354 1.109 -1.485 0.21
Br -9.318 -6.172 -4.379 -0.02
Br 10.307 0.155 1.304 0.01
H 6.162 1.850 -1.799 0.35
H 7.602 -3.144 0.288 0.25
H 5.061 -1.572 -1.288 0.24
H -5.156 -0.251 0.457 0.33
H -1.449 -1.192 2.180 0.07
C 5.910 -0.823 -1.249 -0.56
C -2.355 2.985 7.311 -0.40
C -4.013 -1.854 -2.174 -0.40
S -4.585 -3.386 -1.347 0.98
N 0.755 2.578 3.230 0.04
H 10.171 1.574 3.334 0.34
Br -2.873 1.304 8.118 -0.02
Br 8.041 2.216 2.237 0.00
O 0.509 1.417 2.510 -0.17
C 7.020 -2.180 0.354 -0.34
O -4.127 -3.501 0.040 -0.48
O -4.023 -4.498 -2.122 -0.64
Br -1.081 -4.073 -0.587 0.01
B -2.363 0.902 2.450 0.15
H 5.681 2.546 -0.218 0.19
H 6.323 0.450 0.483 -0.29
H -7.690 -4.593 -3.372 0.03
H -0.470 4.863 -6.861 0.38
C 9.423 0.989 2.809 -0.37
C -2.268 1.649 -0.172 0.54
C -0.095 1.653 1.242 -0.75

Record 5
24
Properties=species:S:1:pos:R:3:mulliken_charge:R:1 method="wB97M-V/def2-TZVPD" homo_energy_ev=-14.1 largest_force_ha_per_bohr=0.0395 energy_ha=-405.0799 charge=+1 e_above_lowest_ev=1.094
H 2.963 0.889 -2.394 0.28
C -0.546 1.385 1.265 -1.03
H 0.348 -0.226 -1.633 0.31
H 0.243 1.461 0.523 0.23
C 1.570 -1.540 0.224 -1.07
H 0.259 0.032 2.812 0.30
O -1.733 1.215 -2.202 -0.59
C -0.615 0.145 2.148 -0.27
N -0.320 -0.757 -1.061 -0.07
H 2.892 0.851 -0.918 0.30
H 2.097 -1.977 1.076 0.33
H -0.347 2.301 1.846 0.37
H 2.153 -1.715 -0.658 0.37
H -1.731 -1.318 1.071 0.35
C 0.292 -1.201 0.226 0.50
H -2.457 1.840 -2.096 0.30
H -1.516 1.462 0.783 0.25
H -1.468 1.311 -3.112 0.28
H -0.542 -2.030 2.076 0.39
H -1.501 0.321 2.767 0.33
H -1.206 -0.326 -0.799 0.42
C -0.658 -1.192 1.373 -1.06
H -0.523 -1.579 -1.634 0.37
O 2.348 0.647 -1.683 -0.59

Record 6
44
Properties=species:S:1:pos:R:3:mulliken_charge:R:1 method="wB97M-V/def2-TZVPD" homo_energy_ev=-3.8 largest_force_ha_per_bohr=0.0497 energy_ha=-1043.4974 charge=-1
N -0.919 0.556 2.158 -0.69
C 2.065 4.541 -0.471 -0.19
H -1.713 -2.542 -0.286 0.31
N -4.444 -2.593 -0.598 -0.68
C 1.504 0.305 -1.192 -0.62
O -1.039 0.934 -1.746 -0.54
O 4.062 3.412 -1.028 -0.74
C 3.253 -1.679 0.908 -0.72
H -4.978 -2.903 0.203 0.30
H 1.559 -1.988 2.008 0.22
H -1.869 -1.659 1.131 0.21
C -3.131 -0.603 -1.312 -1.12
H 0.676 -1.467 -0.090 -0.28
H 2.240 0.719 -0.490 0.27
H 4.092 -0.981 1.034 0.37
H 2.006 5.073 -1.425 0.24
N -4.183 -0.760 0.888 -0.54
O 0.025 1.873 0.214 -0.22
H -2.591 -1.231 -2.042 0.24
H -4.055 -0.289 -1.826 0.39
H -0.357 1.078 2.821 0.31
O 4.009 4.619 0.886 -0.75
C -3.495 -1.538 -0.124 0.83
H 3.651 -2.674 1.190 0.27
H 1.877 0.428 -2.217 0.36
C 1.400 -1.237 -0.885 0.07
H -4.588 -1.348 1.599 0.26
B -1.083 1.298 0.893 0.68
H 3.514 -1.088 -1.161 0.32
N -2.339 -2.235 0.444 -0.71
H -0.313 -0.227 1.909 0.10
H 1.058 -1.751 -1.800 0.43
H 1.652 5.182 0.310 0.26
N 2.182 -1.220 1.800 -0.41
B -2.164 0.611 -0.938 0.26
C 3.523 4.156 -0.172 0.56
O -2.331 1.438 0.207 -0.33
H 1.458 3.638 -0.535 -0.30
H -3.851 -3.393 -0.804 0.29
B 0.127 1.050 -0.951 0.30
H -4.859 -0.147 0.468 0.19
H 2.579 -0.864 2.655 0.21
C 2.841 -1.747 -0.593 -0.83
H 2.947 -2.747 -1.040 0.44

Record 7
40
Properties=species:S:1:pos:R:3:mulliken_charge:R:1 method="wB97M-V/def2-TZVPD" smiles=CO[C@H](O)[C@]1(N)[C@H](C[NH3+])[C@@H](C(C)C)[C@@H]1[NH3+] homo_energy_ev=-16.0 largest_force_ha_per_bohr=0.1085 energy_ha=-710.0623 charge=+2
H 0.863 1.144 1.359 0.44
H 3.250 0.821 0.779 0.49
H -2.024 -1.859 -0.281 0.42
O -3.184 -0.422 -0.487 -0.46
C 2.276 -1.121 0.426 0.57
H 1.000 -0.632 -1.180 0.48
H 2.089 3.063 0.498 0.40
H 3.553 0.195 -0.688 0.49
H -2.095 1.151 -2.346 0.44
N -1.065 -2.132 -0.622 -0.07
H -0.977 -1.746 -1.586 0.36
H -4.944 -1.066 0.263 0.30
C -0.934 0.173 0.645 1.07
C -4.306 -0.216 0.359 -0.67
H -0.832 -3.071 -0.732 0.34
H -0.438 2.849 0.020 0.40
H -1.917 1.290 2.240 0.31
N -1.588 0.290 1.920 -0.51
H -0.332 -1.834 1.242 0.49
H -4.881 0.640 0.077 0.33
N 1.688 2.853 -0.464 -0.08
H 1.914 -3.051 -0.131 0.41
H 0.013 1.852 -1.519 0.44
C 0.990 -0.459 -0.130 0.30
H -0.952 -0.037 2.684 0.37
O -1.599 0.524 -1.773 -0.51
H 2.749 -2.036 -1.432 0.45
C 3.406 -0.069 0.290 -2.11
H 3.505 -2.793 -0.173 0.54
H 1.445 3.755 -0.926 0.44
C 2.622 -2.375 -0.438 -1.76
H -2.684 1.589 -0.100 0.50
C -2.187 0.570 -0.511 -0.80
H 2.283 -1.350 1.560 0.39
C -0.285 -1.199 0.346 -1.68
C 0.396 0.834 0.329 -0.24
C 0.407 2.158 -0.450 -1.56
H -3.920 -0.115 1.415 0.26
H 4.210 -0.489 0.639 0.61
H 2.485 2.321 -1.122 0.41

Record 8
20
Properties=species:S:1:pos:R:3:mulliken_charge:R:1 method="wB97M-V/def2-TZVPD" smiles="CSCCCC=O.O" homo_energy_ev=-8.7 largest_force_ha_per_bohr=0.0812 energy_ha=-746.2740 e_above_lowest_ev=3.169
H -0.643 1.613 -2.836 0.27
H -2.982 0.826 0.455 0.35
H 0.882 -1.455 -0.817 0.31
C -2.164 0.614 1.164 -0.02
H 3.635 -1.332 -0.053 0.31
H 0.411 0.025 1.561 0.37
H -1.918 -1.496 1.818 0.32
H -1.060 2.104 -1.296 0.25
C -1.526 -0.805 0.991 -0.75
S 1.228 0.634 -1.373 0.00
C 0.309 -0.605 -0.534 -0.89
O 4.053 -1.117 0.828 -0.63
H 3.121 -1.202 1.207 0.32
H -0.658 -0.633 -1.040 0.31
C 0.002 -0.744 0.895 -0.31
H -2.093 -1.184 0.069 0.32
H 0.512 2.910 -2.178 0.29
O -1.606 1.432 1.771 -0.40
H 0.592 -1.592 1.236 0.38
C -0.095 2.006 -1.870 -0.81

Record 9
14
Properties=species:S:1:pos:R:3:mulliken_charge:R:1 method="wB97M-V/def2-TZVPD" smiles=Cc1nc(O)n(N)n1 homo_energy_ev=-9.4 largest_force_ha_per_bohr=0.0768 energy_ha=-412.1153 e_above_lowest_ev=2.547
H 2.011 2.118 -0.626 0.30
N 2.188 1.283 -0.017 -0.69
H 2.053 -2.361 0.218 0.37
N 0.996 0.502 -0.142 0.77
C -2.472 -0.127 -0.052 -1.00
H -2.737 -0.482 -0.988 0.24
O 2.259 -1.441 -0.106 -0.50
C -0.986 -0.168 0.022 0.58
H 2.151 1.560 1.096 0.29
H -3.085 -0.601 0.772 0.28
C 1.068 -0.791 -0.080 0.67
N -0.129 -1.247 -0.025 -0.74
H -3.045 0.834 0.045 0.32
N -0.271 0.920 -0.117 -0.89

Record 10
9
Properties=species:S:1:pos:R:3:mulliken_charge:R:1 method="wB97M-V/def2-TZVPD" smiles="O=C=[N+]([O-])O.N#[N+][O-]" homo_energy_ev="-9.0 / -9.0" largest_force_ha_per_bohr=0.0770 energy_ha=-503.6779 e_above_lowest_ev=1.045
N -0.763 -1.994 -1.288 0.79
O 1.198 2.110 1.095 -0.62
N -0.555 -0.948 -1.017 -0.30
H 1.698 -0.103 1.187 0.36
C -0.398 1.323 -0.114 0.55
N 0.440 1.084 0.795 0.40
O 0.765 -0.249 1.257 -0.35
O -1.347 1.862 -0.466 -0.29
O -1.039 -3.086 -1.448 -0.55

Record 11
26
Properties=species:S:1:pos:R:3:mulliken_charge:R:1 method="wB97M-V/def2-TZVPD" homo_energy_ev=-8.4 largest_force_ha_per_bohr=0.0713 energy_ha=-406.8167 e_above_lowest_ev=3.093
N 2.529 -2.181 -0.078 -0.35
C -0.289 -1.251 -1.068 -1.50
H 0.870 -2.809 0.913 0.31
O 1.556 0.146 0.162 -0.71
H -2.686 1.728 0.575 0.44
H -2.513 0.293 -0.435 0.34
H -0.862 2.959 -0.916 0.45
H 0.672 2.111 -1.179 0.36
H -0.828 1.496 -1.888 0.36
H 3.186 -2.428 -0.812 0.22
H -2.260 0.183 1.309 0.38
H 2.189 -0.870 0.053 0.39
C -0.396 1.980 -1.014 -1.73
H -0.893 -0.542 -1.631 0.53
H 0.001 -0.721 1.152 0.32
H -0.302 1.426 2.399 0.38
C -0.168 1.987 1.472 -1.82
C -0.625 1.158 0.257 1.78
H 1.451 -3.942 -0.423 0.31
H -0.753 2.904 1.544 0.47
C 1.531 -2.979 0.074 -0.34
C -2.108 0.814 0.431 -1.71
C 0.250 -0.119 0.258 0.05
H 0.885 2.240 1.377 0.37
H 0.526 -1.526 -1.746 0.43
H -0.963 -2.056 -0.785 0.27

Record 12
17
Properties=species:S:1:pos:R:3:mulliken_charge:R:1 method="wB97M-V/def2-TZVPD" smiles=CCC(C)C homo_energy_ev=-11.0 largest_force_ha_per_bohr=0.0176 energy_ha=-197.7038 e_above_lowest_ev=0.144
H 2.378 -0.146 -0.353 0.40
H -1.352 -1.268 -1.664 0.28
C -1.035 -0.070 0.149 -0.52
H 1.625 2.130 0.270 0.38
H -2.526 -1.570 -0.365 0.36
C 1.431 -0.572 -0.014 -1.42
H -1.775 0.720 -0.031 0.34
H -1.033 -0.260 1.251 0.26
C 0.634 1.734 0.558 -1.49
H 0.663 1.511 1.643 0.33
H 0.304 0.732 -1.315 0.21
H 1.512 -0.770 1.057 0.31
H -0.866 -2.243 -0.222 0.30
H -0.127 2.495 0.385 0.38
C 0.341 0.458 -0.251 0.70
C -1.446 -1.361 -0.558 -1.18
H 1.270 -1.523 -0.540 0.36

Record 13
11
Properties=species:S:1:pos:R:3:mulliken_charge:R:1 method="wB97M-V/def2-TZVPD" homo_energy_ev="-8.2 / -8.2" largest_force_ha_per_bohr=0.0132 energy_ha=-285.2294 e_above_lowest_ev=5.039
O 0.049 -1.532 -0.246 -0.22
H 2.329 0.537 0.311 0.33
H -1.080 -0.876 1.436 0.22
H 0.907 1.705 -0.974 0.45
C 0.479 0.828 -0.510 -0.38
N 1.495 -0.007 0.544 -0.36
H -1.930 -1.194 -0.090 0.34
C 1.121 -0.685 -0.570 -0.14
C -0.783 0.643 -0.086 -0.26
C -1.007 -0.792 0.340 -0.38
H -1.581 1.374 -0.156 0.40

Record 14
21
Properties=species:S:1:pos:R:3:mulliken_charge:R:1 method="wB97M-V/def2-TZVPD" smiles="C=C(C)O.CC(C)=N" homo_energy_ev=-8.1 largest_force_ha_per_bohr=0.0580 energy_ha=-366.3275 e_above_lowest_ev=2.896
H 1.344 -0.751 -1.772 0.33
H -1.575 -1.343 0.149 0.18
H 2.081 -1.200 1.564 0.33
C -1.947 0.346 -1.683 -1.34
H 0.459 -1.780 1.880 0.34
H -1.983 0.561 -2.752 0.37
H 0.968 2.201 0.605 0.36
H -2.857 -0.191 -1.408 0.39
C -0.717 -0.457 -1.327 0.88
C 0.568 0.308 1.419 1.21
C 1.278 1.166 0.621 -1.50
O -0.627 0.745 1.919 -0.51
C 0.538 -0.032 -1.906 -0.92
N -0.663 -1.231 -0.295 -0.62
H 0.914 0.789 -0.981 0.03
H -1.083 0.003 2.335 0.36
H -1.941 1.294 -1.139 0.26
H 0.485 0.269 -2.952 0.41
H 1.272 -0.802 3.107 0.39
H 2.351 1.038 0.587 0.36
C 1.135 -0.934 2.029 -1.32

Record 15
50
Properties=species:S:1:pos:R:3:mulliken_charge:R:1 method="wB97M-V/def2-TZVPD" homo_energy_ev="-14.4 / -14.4" largest_force_ha_per_bohr=0.1098 energy_ha=-4569.6509 charge=+2 spin_multiplicity=4
Cl 1.502 0.531 1.329 1.47
Cl 0.607 1.924 -4.047 -0.17
Cl 4.111 -1.684 -2.177 0.16
C 0.724 0.198 -3.695 0.16
O -3.791 3.841 -0.564 -0.25
H -3.189 1.923 -1.196 0.32
H -2.145 -2.894 1.247 0.20
H 0.817 -2.836 0.169 0.11
H 0.352 -3.327 1.815 0.31
C -3.145 2.602 -0.344 -0.25
H -1.354 -1.768 0.149 -0.06
H -1.070 2.335 -0.655 -0.03
H -0.451 -1.443 -2.823 0.32
Pd 2.252 3.152 3.908 0.87
H -0.198 -0.558 4.226 0.02
O 1.502 -0.715 2.050 -0.56
H 3.320 0.982 -1.673 -0.04
H -3.272 -0.770 4.412 0.39
C -2.298 -0.362 4.144 -0.80
O -1.693 4.265 -0.899 -0.25
H -0.946 -2.187 4.039 0.09
H 4.840 1.785 -1.621 0.48
H -1.476 3.271 0.856 0.20
O 0.689 0.537 0.122 -0.44
O 0.074 -4.678 0.146 -0.38
H 0.912 -0.340 -4.624 0.41
H 4.968 -0.364 -0.498 0.27
O 2.894 0.854 1.064 -0.76
Cl 4.255 0.986 -3.825 0.16
O 1.063 1.546 2.229 -0.54
H 1.554 0.114 -2.994 -0.27
Cl -0.981 -1.500 6.175 -0.16
H -3.480 2.047 0.533 0.30
O -3.209 5.783 -1.563 -0.05
Cl -2.364 0.284 2.494 -0.06
C 0.072 -3.366 0.762 -0.04
C 4.353 0.892 -2.011 -0.23
Cl -2.109 -0.194 -3.958 -0.16
O -1.771 -3.591 -0.593 -0.39
C 5.035 -0.329 -1.585 -0.22
H -0.794 0.132 -2.158 -0.34
C -2.929 4.684 -1.082 0.78
C -1.066 -4.794 -0.645 0.57
C -1.373 -2.806 0.482 0.19
H 6.087 -0.342 -1.873 0.38
H -2.151 0.519 4.769 0.35
C -0.581 -0.394 -3.089 0.07
C -1.036 -1.202 4.496 0.15
O -1.387 -5.812 -1.236 -0.50
C -1.723 3.072 -0.187 0.23